Entry from the OMol25 dataset: the ion C5H11N2O2S with charge +1 in a non-equilibrium geometry (the ωB97M-V functional and the def2-TZVPD basis).

XYZ file:
```
21
Properties=species:S:1:pos:R:3:lowdin_charge:R:1
C -1.69 1.50 -0.86 0.014
C -1.33 0.06 -0.38 -0.290
C -1.83 -0.82 -1.51 -0.746
O -2.65 -0.49 -2.32 0.061
S -0.97 -2.30 -1.65 1.065
C 0.28 -1.61 -0.05 -0.663
N 1.63 -1.92 -0.33 0.113
O -0.25 -1.87 1.19 0.024
N 0.10 -0.18 -0.27 -0.079
C 0.84 0.45 0.90 0.060
H -0.86 1.92 -1.58 0.145
H -1.84 2.07 0.06 0.097
H -2.54 1.35 -1.46 0.055
H -1.84 -0.12 0.54 0.166
H 2.03 -2.36 0.43 0.071
H 1.86 -2.39 -1.26 0.150
H 0.05 -2.79 1.59 0.219
H 0.58 0.01 -1.15 0.194
H 0.29 0.28 1.76 0.084
H 1.87 -0.03 0.87 0.123
H 1.02 1.57 0.82 0.139
```

E_HOMO   -13.94 eV
SMILES   C[C@H]1C(=O)S[C@](N)(O)[N@@H+]1C
HOMO-LUMO gap   10.2 eV
Energy   -854.9990 a.u.
Spin multiplicity   1
Charge   +1

=====

Entry from the OMol25 dataset: a cluster of 2 separate species, C8H15N2O2 in total in a non-equilibrium geometry (the ωB97M-V functional and the def2-TZVPD basis).

XYZ file:
```
27
Properties=species:S:1:pos:R:3:lowdin_charge:R:1
C -2.51 -0.87 0.91 -0.008
C -1.14 -0.58 0.73 -0.372
C -2.15 0.15 -0.95 -0.124
C 3.45 2.39 -0.33 -0.058
C -4.51 -0.26 -0.41 -0.012
C 1.73 -2.10 -0.43 0.021
C 2.70 1.32 0.54 -0.149
C 2.03 0.21 -0.09 -0.043
N -3.12 -0.38 -0.15 -0.154
N -0.94 0.05 -0.41 0.105
O -0.10 -0.83 1.64 0.068
O 2.37 -0.98 0.18 0.008
H -3.03 -1.08 1.82 0.133
H 3.03 2.54 -1.37 0.101
H 3.69 3.27 0.12 0.032
H 4.57 1.95 -0.38 0.134
H -5.19 -0.86 0.12 0.082
H -4.80 0.79 -0.14 0.118
H -4.60 -0.26 -1.54 0.119
H -2.41 0.62 -1.94 0.156
H 0.68 -1.85 -0.36 0.063
H 2.03 -3.05 0.28 0.177
H 1.77 1.92 0.90 0.179
H 3.48 1.21 1.27 0.128
H 1.24 0.40 -0.80 0.136
H 2.15 -2.25 -1.42 0.104
H -0.42 -1.47 2.18 0.054
```

E_HOMO   -11.51 eV
HOMO-LUMO gap   7.1 eV
Energy   -573.4709 a.u.
Spin multiplicity   1
Charge   +1

=====

Entry from the OMol25 dataset: a cluster of 2 separate species, C5H7N in total (the ωB97M-V functional and the def2-TZVPD basis).

XYZ file:
```
13
Properties=species:S:1:pos:R:3:lowdin_charge:R:1
C -1.08 -0.97 0.36 -0.095
C 0.13 -1.34 0.58 -0.039
C -0.15 -0.75 -0.77 -0.249
C 0.54 0.57 -1.02 -0.255
C 1.44 1.00 0.04 -0.108
N 0.39 1.68 -0.01 0.088
H -2.13 -1.07 0.58 0.098
H 0.80 -1.93 1.17 0.102
H -0.27 -1.41 -1.64 0.119
H 0.68 0.91 -2.04 0.115
H 2.36 0.97 0.60 0.116
H -1.59 0.91 1.21 0.054
H -1.13 1.42 0.95 0.052
```

E_HOMO   -9.29 eV
SMILES   C1=CC1[C@@H]1C=N1.[H][H]
HOMO-LUMO gap   10.5 eV
Energy   -249.2427 a.u.
Spin multiplicity   1

=====

Entry from the OMol25 dataset: a cluster of 8 separate species, C45H44BrN7O14SSi in total in a non-equilibrium geometry (the ωB97M-V functional and the def2-TZVPD basis).

XYZ file:
```
113
Properties=species:S:1:pos:R:3:lowdin_charge:R:1
O 3.51 1.63 3.84 0.080
N 4.10 0.76 3.22 -0.332
O 3.59 -0.29 2.88 0.045
C 5.50 0.99 2.88 -0.144
C 6.12 2.16 3.29 0.001
C 7.45 2.36 2.98 -0.063
C 8.16 1.40 2.27 -0.070
C 7.52 0.24 1.85 -0.064
C 6.19 0.03 2.16 0.001
H 5.58 2.91 3.85 0.121
H 7.95 3.26 3.31 0.108
H 9.20 1.56 2.03 0.107
H 8.07 -0.51 1.29 0.108
H 5.69 -0.88 1.84 0.120
O 3.63 3.66 0.66 0.067
N 4.08 3.68 -0.47 -0.350
O 5.04 3.04 -0.84 0.075
C 3.41 4.54 -1.45 -0.151
C 2.33 5.30 -1.05 -0.006
C 1.71 6.13 -1.98 -0.062
C 2.17 6.17 -3.29 -0.060
C 3.25 5.38 -3.68 -0.059
C 3.88 4.56 -2.75 -0.001
H 1.98 5.27 -0.03 0.119
H 0.87 6.74 -1.68 0.108
H 1.69 6.81 -4.01 0.111
H 3.60 5.42 -4.70 0.088
H 4.72 3.95 -3.05 0.118
O 5.31 -0.67 10.34 0.072
N 5.39 -1.32 9.32 -0.357
O 6.17 -2.24 9.14 0.070
C 4.49 -0.96 8.21 -0.153
C 3.62 0.10 8.37 0.004
C 2.79 0.45 7.32 -0.061
C 2.83 -0.27 6.13 -0.078
C 3.70 -1.35 5.99 -0.061
C 4.54 -1.70 7.04 -0.004
H 3.59 0.66 9.29 0.119
H 2.11 1.28 7.42 0.093
H 2.18 0.00 5.31 0.094
H 3.73 -1.91 5.07 0.104
H 5.23 -2.53 6.94 0.117
O -5.27 -1.72 -2.28 -0.142
N -5.20 -2.40 -3.29 -0.337
O -4.45 -3.34 -3.43 0.069
C -6.07 -2.04 -4.42 -0.153
C -6.91 -0.94 -4.29 0.002
C -7.72 -0.60 -5.36 -0.060
C -7.69 -1.35 -6.53 -0.064
C -6.84 -2.45 -6.63 -0.062
C -6.03 -2.79 -5.57 -0.015
H -6.94 -0.37 -3.38 0.122
H -8.38 0.25 -5.28 0.109
H -8.32 -1.07 -7.37 0.109
H -6.82 -3.03 -7.54 0.110
H -5.37 -3.65 -5.65 0.121
O 2.84 5.75 -7.08 0.058
N 2.40 4.94 -7.87 -0.347
O 1.24 4.85 -8.19 0.088
C 3.36 4.00 -8.48 -0.147
C 4.69 4.05 -8.11 -0.005
C 5.58 3.15 -8.67 -0.064
C 5.13 2.22 -9.60 -0.069
C 3.79 2.19 -9.97 -0.063
C 2.89 3.08 -9.41 -0.002
H 5.03 4.78 -7.39 0.117
H 6.62 3.18 -8.39 0.109
H 5.82 1.51 -10.03 0.108
H 3.44 1.46 -10.69 0.109
H 1.85 3.06 -9.69 0.120
O -0.03 0.75 6.63 0.059
N -0.54 0.82 7.73 -0.342
O -0.46 1.79 8.46 0.082
C -1.28 -0.35 8.21 -0.143
C -1.35 -1.47 7.42 0.001
C -2.03 -2.58 7.88 -0.063
C -2.64 -2.55 9.13 -0.071
C -2.57 -1.41 9.92 -0.065
C -1.88 -0.29 9.46 -0.003
H -0.87 -1.49 6.45 0.121
H -2.09 -3.48 7.28 0.109
H -3.17 -3.42 9.50 0.107
H -3.04 -1.38 10.89 0.108
H -1.82 0.60 10.06 0.119
O -11.34 -6.50 -4.83 0.079
N -10.32 -5.84 -4.74 -0.354
O -10.06 -4.87 -5.42 0.072
C -9.33 -6.25 -3.73 -0.146
C -9.58 -7.37 -2.95 -0.005
C -8.63 -7.75 -2.02 -0.065
C -7.46 -7.02 -1.87 -0.066
C -7.23 -5.90 -2.65 -0.054
C -8.17 -5.50 -3.59 0.000
H -10.49 -7.93 -3.08 0.119
H -8.81 -8.63 -1.41 0.107
H -6.72 -7.33 -1.14 0.108
H -6.32 -5.33 -2.53 0.101
H -8.00 -4.63 -4.20 0.106
S 1.15 -1.42 0.43 0.694
C 1.59 0.31 0.11 -0.568
C 0.57 1.32 0.67 -0.326
C -0.79 1.18 -0.07 -0.399
Si -2.12 0.21 0.84 0.240
Br -3.49 -0.68 -0.71 0.408
H 0.33 -1.64 -0.60 -0.144
H 2.56 0.49 0.57 0.044
H 1.71 0.48 -0.96 0.074
H 0.50 1.28 1.75 0.102
H 0.97 2.30 0.41 0.088
H -0.60 0.68 -1.02 0.053
H -1.17 2.17 -0.34 0.067
H -1.49 -0.91 1.56 -0.080
H -2.89 1.03 1.80 -0.069
```

E_HOMO   -8.63 eV
SMILES   O=[N+]([O-])c1ccccc1.O=[N+]([O-])c1ccccc1.O=[N+]([O-])c1ccccc1.O=[N+]([O-])c1ccccc1.O=[N+]([O-])c1ccccc1.O=[N+]([O-])c1ccccc1.O=[N+]([O-])c1ccccc1.SCCC[SiH2]Br
HOMO-LUMO gap   7.9 eV
Energy   -6438.9170 a.u.
Spin multiplicity   1